This record from the OMol25 dataset describes C13H20BrFeN8O2S2 as an isolated structure. The level of theory is ωB97M-V with the def2-TZVPD basis set.

Last column: Mulliken charge in e.
Element x y z (Å)
Fe  0.575  -1.414  -0.364  -0.213
N  -5.661  -0.759  -1.823  -0.340
C  -4.466  -1.193  -1.448  0.687
N  -4.324  -2.441  -0.992  -0.292
N  -3.454  -0.326  -1.555  -0.623
C  -2.259  -0.609  -1.221  0.724
N  -1.132  -0.734  -0.943  -0.339
H  -6.488  -1.329  -1.776  0.206
H  -5.743  0.190  -2.147  0.251
H  -5.102  -3.076  -0.932  0.221
H  -3.420  -2.783  -0.716  0.099
C  2.622  -4.909  -0.501  -0.884
N  2.028  -4.717  0.820  -0.094
C  0.881  -4.121  1.071  0.598
S  -0.146  -3.526  -0.230  -0.413
N  0.454  -3.996  2.315  -0.062
C  1.203  -4.430  3.487  -1.026
H  3.525  -5.499  -0.369  0.367
H  2.890  -3.952  -0.944  0.240
H  1.939  -5.448  -1.153  0.355
H  2.579  -5.013  1.612  0.249
H  -0.395  -3.471  2.442  0.297
H  2.104  -3.826  3.617  0.342
H  1.465  -5.486  3.398  0.359
H  0.572  -4.315  4.361  0.357
N  2.638  -0.211  -4.138  -0.393
C  1.785  -0.225  -3.124  0.866
N  1.063  0.842  -2.851  -0.288
S  1.618  -1.739  -2.285  -0.163
H  2.737  0.588  -4.745  0.206
H  3.178  -1.032  -4.356  0.217
H  1.199  1.709  -3.348  0.225
H  0.480  0.856  -2.030  0.143
Br  4.723  -2.115  1.753  -0.163
C  4.385  -0.276  2.067  0.164
C  5.348  0.422  2.773  -0.565
C  5.192  1.783  2.992  -0.489
C  4.088  2.461  2.494  -0.726
C  3.136  1.769  1.773  -0.467
C  3.263  0.393  1.562  0.283
C  2.186  -0.260  0.825  1.469
O  1.866  -1.505  1.005  -0.476
O  1.463  0.339  -0.030  -0.592
H  6.220  -0.097  3.144  0.450
H  5.948  2.316  3.554  0.411
H  3.974  3.521  2.667  0.418
H  2.267  2.278  1.378  0.407

Output
Kohn-Sham gap (alpha / beta)   6.69 / 7.49 eV
Calculated total energy   -5729.6203 Ha
Multiplicity   2
Net charge   +2
⟨S²⟩   1.0020

This record from the OMol25 dataset describes a 8-piece molecular cluster, C13H20Cl15NO6 overall. The level of theory is ωB97M-V with the def2-TZVPD basis set.

Last column: Mulliken charge in e.
Element x y z (Å)
C  0.935  0.052  -0.703  0.283
C  1.793  1.211  -0.469  0.255
N  2.456  2.124  -0.273  -0.556
H  1.441  -0.766  -1.216  0.312
H  0.109  0.425  -1.308  0.037
H  0.539  -0.310  0.246  -0.296
C  -4.354  -0.054  -4.431  -0.750
O  -3.479  0.769  -3.665  -0.234
C  -3.521  0.791  -2.345  0.767
O  -4.413  0.188  -1.723  -0.600
O  -2.466  1.565  -1.781  -0.320
C  -2.302  1.479  -0.348  -0.643
H  -5.321  0.436  -4.549  0.314
H  -4.449  -1.043  -3.983  0.341
H  -4.002  -0.205  -5.451  0.207
H  -1.356  1.986  -0.163  0.242
H  -2.337  0.508  0.147  0.187
H  -3.141  2.020  0.090  0.479
C  -2.159  1.686  3.557  -0.885
O  -0.768  1.586  3.265  -0.127
C  0.025  2.640  3.403  0.704
O  -0.421  3.777  3.712  -0.649
O  1.274  2.308  3.279  -0.226
C  2.253  3.283  3.115  -0.653
H  -2.362  1.576  4.622  0.345
H  -2.775  0.997  2.979  0.266
H  -2.609  2.656  3.349  0.383
H  1.873  4.049  3.791  0.372
H  2.432  3.651  2.105  0.253
H  3.211  2.913  3.482  0.181
C  -0.605  -2.117  3.476  0.650
Cl  -1.883  -3.318  2.982  -0.129
Cl  0.653  -1.935  2.161  0.077
Cl  0.074  -2.472  5.043  -0.137
H  -1.189  -1.201  3.568  -0.422
C  -1.242  -3.378  -1.933  -0.048
Cl  -0.431  -4.798  -1.163  -0.394
Cl  -0.003  -2.272  -2.766  -0.457
Cl  -2.018  -2.392  -0.686  -0.329
H  -1.847  -3.851  -2.706  0.361
C  0.291  0.432  -5.705  -0.032
Cl  1.032  0.744  -4.137  -0.079
Cl  0.068  2.093  -6.373  -0.175
Cl  -1.226  -0.515  -5.753  -0.129
H  1.088  -0.100  -6.224  0.348
C  2.727  -4.134  0.791  0.173
Cl  3.104  -4.472  2.447  -0.122
Cl  3.590  -5.343  -0.224  -0.163
Cl  3.113  -2.485  0.209  -0.047
H  1.671  -4.403  0.767  0.103
C  5.278  0.719  1.436  0.716
Cl  5.547  -0.014  3.096  -0.163
Cl  6.678  0.202  0.451  -0.147
Cl  5.033  2.471  1.478  -0.098
H  4.385  0.242  1.031  -0.348

Output
Kohn-Sham gap (alpha / beta)   2.64 / 8.78 eV
Calculated total energy   -7916.3448 Ha
Multiplicity   2
Net charge   -1
⟨S²⟩   0.7528

This record from the OMol25 dataset describes a 2-piece molecular cluster, C13H20INO7P overall. The level of theory is ωB97M-V with the def2-TZVPD basis set.

Last column: Mulliken charge in e.
Element x y z (Å)
C  -2.511  -1.134  -0.568  -0.752
C  -1.930  -0.353  0.145  -1.262
C  -1.350  0.643  1.051  1.988
C  -2.336  1.821  1.152  -0.617
C  -3.014  2.248  -0.150  -0.775
O  -4.313  1.663  -0.262  -0.606
C  -1.274  -0.167  2.462  0.101
O  -1.813  0.386  3.422  -0.721
O  -0.666  -1.231  2.366  -0.672
N  0.050  1.011  0.692  0.544
C  0.614  2.284  1.078  -1.558
I  0.635  2.672  3.213  0.025
C  0.146  3.544  0.316  0.279
C  1.280  4.150  -0.506  -1.521
P  0.935  0.398  -0.634  -0.251
C  0.006  0.661  -2.180  -1.037
O  0.750  -1.219  -0.569  -0.311
H  -2.926  -2.014  -1.000  0.497
H  -1.850  2.693  1.581  0.241
H  -3.120  1.541  1.850  0.641
H  -3.132  3.336  -0.162  0.362
H  -2.398  1.989  -1.015  0.383
H  -4.356  1.183  -1.092  0.329
H  1.679  2.172  0.891  0.992
H  -0.233  4.287  1.016  0.462
H  -0.685  3.283  -0.335  -0.068
H  2.207  4.169  0.067  0.359
H  1.030  5.156  -0.838  0.414
H  1.474  3.539  -1.390  0.303
H  0.667  0.290  -2.967  0.399
H  -0.933  0.121  -2.239  0.263
H  -0.134  1.730  -2.340  0.290
H  1.267  -1.527  0.186  0.257
C  1.942  -5.075  0.412  -0.226
C  2.210  -5.514  -1.017  -0.300
O  3.204  -4.579  -1.444  -0.335
C  3.840  -4.098  -0.349  0.702
O  4.820  -3.430  -0.376  -0.533
O  3.198  -4.488  0.778  -0.332
H  1.701  -5.899  1.077  0.269
H  1.161  -4.316  0.475  0.213
H  2.632  -6.520  -1.071  0.262
H  1.337  -5.452  -1.661  0.298

Output
Kohn-Sham gap   7.08 eV
Calculated total energy   -1727.8616 Ha
Multiplicity   1
Net charge   -1